Record 1
The following is a DFT calculation (ωB97M-V/def2-TZVPD) of one molecule with the formula C23H29N3O2.

The geometry in XYZ format:
```
57
Properties=species:S:1:pos:R:3:forces:R:3
C 4.42932 2.75755 -1.42945 0.2366 0.0400 0.2375
C 5.36870 2.41981 -0.27492 -0.1720 0.0378 -0.1970
N 5.32444 1.00214 0.05266 0.1912 0.0926 -0.0202
C 5.49847 0.73877 1.47426 -0.2029 0.0245 0.1108
C 4.20639 0.98150 2.24721 0.2980 -0.0823 -0.0794
C 6.21082 0.22005 -0.79042 -0.1577 -0.1125 0.0449
C 5.77518 -1.25197 -0.85347 0.2017 0.0212 0.0901
N 4.33950 -1.34864 -0.93221 0.1241 0.0033 -0.3037
C 3.61057 -1.95002 0.03817 -0.0872 0.0160 -0.3430
O 4.10260 -2.68020 0.87895 0.0442 -0.1533 0.2769
C 2.14412 -1.69168 -0.03898 -0.2090 0.0875 0.1450
C 1.62839 -0.44679 -0.38645 0.0887 -0.3493 0.0499
C 0.26532 -0.22523 -0.41147 -0.2065 0.1835 -0.0680
C -0.61297 -1.25812 -0.09131 0.4368 0.1150 -0.0513
N -1.99859 -1.10973 -0.11465 -0.2309 -0.3754 0.0791
C -2.74486 0.00343 -0.39460 0.0004 -0.1277 0.0212
O -2.27939 1.09479 -0.64943 0.0494 0.1052 0.0325
C -4.21537 -0.23819 -0.33714 -0.3253 0.1477 -0.0403
C -4.79588 -1.43900 -0.73626 0.0717 0.0318 0.0153
C -6.17160 -1.60909 -0.68978 -0.0080 -0.0007 0.0242
C -6.96074 -0.57413 -0.22917 0.1485 0.0694 0.0392
C -6.38640 0.63518 0.16001 0.0026 -0.2026 -0.0234
C -5.02265 0.81469 0.09726 0.1729 -0.1513 -0.0661
C -7.44648 1.60401 0.59160 -0.0665 0.1357 0.0546
C -8.67565 0.70760 0.81307 -0.0711 0.0397 -0.0093
C -8.45206 -0.51543 -0.09116 -0.1606 -0.0413 -0.0093
C -0.09807 -2.50280 0.27521 -0.0271 0.0842 -0.0301
C 1.26361 -2.71139 0.31047 0.1165 0.0871 -0.0312
H 4.46663 3.82396 -1.63753 -0.0261 0.1196 -0.1156
H 3.40880 2.49108 -1.16738 -0.1195 -0.0233 0.0170
H 4.70514 2.22357 -2.33576 0.0036 -0.0393 -0.1271
H 5.05152 2.98592 0.60186 0.0761 0.0031 0.0028
H 6.39436 2.74241 -0.52237 -0.0441 0.0134 0.1115
H 5.77068 -0.30947 1.59805 0.0711 -0.0041 0.0193
H 6.31392 1.35031 1.89800 0.0171 -0.0962 -0.0488
H 3.86478 2.00860 2.14567 -0.0600 0.1184 0.0181
H 3.42661 0.32041 1.87908 -0.1041 -0.0580 -0.0139
H 4.36694 0.77428 3.30211 -0.0499 0.0176 0.1481
H 6.15673 0.63698 -1.79903 0.0789 0.0258 0.0085
H 7.26378 0.27328 -0.46189 -0.0537 0.0242 -0.0904
H 6.23837 -1.72873 -1.72504 0.0347 0.0139 0.1574
H 6.07444 -1.80600 0.03903 0.0130 0.0430 -0.1577
H 3.88290 -0.68817 -1.54062 -0.1102 -0.0945 0.1253
H 2.29555 0.37423 -0.60605 0.0903 0.0885 -0.0204
H -0.12795 0.74296 -0.67175 -0.0032 0.0108 0.0072
H -2.51230 -1.93919 0.14994 0.0213 0.2434 -0.0254
H -4.18304 -2.24145 -1.12329 0.0671 -0.0551 -0.0245
H -6.61519 -2.54042 -1.01053 -0.0302 -0.0954 -0.0385
H -4.55803 1.74672 0.38158 0.0648 0.1013 0.0170
H -7.16714 2.16074 1.48557 -0.0063 0.0702 -0.0245
H -7.62746 2.32572 -0.20966 -0.0120 0.0623 0.0214
H -9.60889 1.22172 0.59003 -0.0346 -0.0067 0.0720
H -8.70618 0.38579 1.85528 -0.0162 0.0068 0.0073
H -8.87233 -1.42958 0.32812 -0.0424 -0.0164 -0.0552
H -8.90255 -0.36091 -1.07578 -0.0551 -0.0338 -0.0089
H -0.77489 -3.30453 0.53790 -0.0607 -0.0861 0.0206
H 1.66803 -3.66730 0.60648 0.0317 -0.0789 0.0483
```
Positions in Å, forces in eV/Å.

Net charge   0
2S+1   1
Structure (SMILES)   CCN(CC)CCNC(=O)c1ccc(NC(=O)c2ccc3c(c2)CCC3)cc1

=====

Record 2
The following is a DFT calculation (ωB97M-V/def2-TZVPD) of one molecule with the formula C23H29N3O3.

The geometry in XYZ format:
```
58
Properties=species:S:1:pos:R:3:forces:R:3
C -1.20368 -2.09674 1.12268 -0.0190 -0.0110 -0.0088
C -0.28778 -0.90245 1.29900 0.0002 0.1752 0.1434
C -0.82000 0.17112 2.25054 -0.0230 0.0157 -0.0144
N -0.00611 1.33497 1.91655 -0.0329 -0.0305 -0.0237
C -0.16141 2.58642 2.42201 0.0719 0.0214 0.0844
O 0.50067 3.52356 2.01105 -0.0229 0.0085 -0.0347
C -1.18239 2.74323 3.53091 -0.0004 -0.0067 0.0017
C -1.53061 4.21091 3.75461 -0.0346 -0.0461 -0.0006
C -2.28930 4.83413 2.57799 -0.0249 0.0171 0.0102
C -3.76883 4.61162 2.92471 0.0199 0.0035 0.0048
N -3.74474 4.58072 4.37809 0.0200 -0.0181 0.0124
C -2.52557 4.27844 4.90819 -0.0044 0.0411 -0.0271
O -2.29702 4.06045 6.07975 0.0031 -0.0109 0.0146
C 0.65328 1.17537 0.62412 0.0193 -0.0023 0.0052
C -0.01466 -0.06109 0.04181 -0.0634 -0.2633 -0.0525
N -1.25949 0.18170 -0.69497 0.2174 0.1447 -0.3321
C -1.95933 1.33840 -0.85560 -0.1375 -0.0223 0.2119
O -1.80654 2.35214 -0.19711 0.0198 -0.0199 0.0245
C -3.02031 1.27310 -1.91392 0.0393 -0.0098 0.0559
C -4.51792 1.58699 -1.69176 0.0101 -0.0050 -0.0122
C -4.36634 1.29357 -3.21235 -0.0389 -0.0126 -0.0404
C -5.43533 1.30353 -4.24357 0.0202 -0.0052 0.0169
C -5.74342 0.15556 -4.96282 -0.0113 -0.0085 -0.0132
C -6.74603 0.17219 -5.92352 0.0124 -0.0154 0.0056
C -7.44920 1.34011 -6.17261 -0.0195 -0.0007 -0.0189
C -7.14692 2.49229 -5.45818 0.0090 0.0145 0.0137
C -6.14636 2.47307 -4.50025 -0.0181 0.0156 -0.0114
C -3.46218 0.09574 -2.82070 -0.0102 0.0112 -0.0043
C -3.09034 2.18249 -3.16428 -0.0018 -0.0120 0.0047
H -2.19065 -1.78549 0.77658 0.0019 -0.0053 0.0000
H -0.79248 -2.80629 0.40137 -0.0052 -0.0015 0.0024
H -1.33544 -2.62700 2.06647 0.0037 0.0006 0.0024
H 0.68617 -1.23652 1.67091 -0.0060 -0.0026 -0.0012
H -1.88262 0.35465 2.04269 0.0054 -0.0146 0.0001
H -0.71836 -0.11006 3.29930 0.0075 0.0082 0.0073
H -2.08427 2.17466 3.28421 0.0016 -0.0020 -0.0100
H -0.78381 2.31290 4.45470 -0.0058 -0.0102 -0.0142
H -0.62252 4.75425 4.00410 -0.0114 0.0255 0.0105
H -2.08407 5.90422 2.53858 0.0019 -0.0033 -0.0091
H -2.01701 4.40107 1.61795 0.0042 -0.0114 -0.0053
H -4.40643 5.41535 2.55713 0.0003 0.0010 -0.0007
H -4.14132 3.66789 2.51161 0.0043 0.0038 -0.0025
H -4.56857 4.50074 4.95037 0.0004 0.0093 -0.0016
H 0.53647 2.07714 0.03108 -0.0014 0.0109 0.0007
H 1.72154 0.97816 0.74818 -0.0036 -0.0043 -0.0116
H 0.65962 -0.57924 -0.64310 0.0089 0.0102 0.0095
H -1.50901 -0.54501 -1.34579 0.0009 0.0027 0.0096
H -5.08603 0.85610 -1.11513 -0.0054 0.0014 0.0028
H -4.75066 2.61344 -1.41287 -0.0059 0.0041 0.0033
H -5.19413 -0.75840 -4.76959 0.0006 0.0035 0.0015
H -6.97612 -0.72917 -6.47705 -0.0032 0.0038 -0.0017
H -8.23068 1.35526 -6.92119 0.0023 -0.0013 0.0018
H -7.69259 3.40738 -5.64932 -0.0004 -0.0021 -0.0012
H -5.91163 3.37368 -3.94431 0.0005 -0.0032 -0.0008
H -2.74930 -0.23372 -3.57957 0.0037 -0.0007 -0.0025
H -3.95907 -0.74170 -2.32659 -0.0027 -0.0024 0.0021
H -3.23871 3.24331 -2.96970 0.0008 0.0077 -0.0023
H -2.34656 1.99872 -3.94005 0.0026 0.0039 -0.0048
```
Positions in Å, forces in eV/Å.

Net charge   0
2S+1   1

=====

Record 3
The following is a DFT calculation (ωB97M-V/def2-TZVPD) of C23H29N5O2S2Ta as an isolated structure.

The geometry in XYZ format:
```
62
Properties=species:S:1:pos:R:3:forces:R:3
Ta -0.12984 -0.21335 0.37502 1.3046 -0.8849 -0.0558
C 1.08264 -1.52121 -2.52707 2.3333 0.6001 1.4747
N 1.06978 -0.18057 -1.84524 0.4655 0.5135 0.8876
C 0.22623 0.81548 -2.60121 0.0320 -1.3443 -1.3427
C 2.44753 0.45539 -1.67020 -1.8758 -2.0148 -1.0834
C 3.40880 0.41550 -2.66268 2.0238 0.9205 2.3033
C 4.64002 1.03892 -2.25989 -1.6492 -0.5269 0.1808
C 4.72248 1.76559 -1.06639 -0.4422 -1.1716 -0.2994
C 3.73051 1.74716 -0.10336 -0.2999 -0.3560 -0.7481
C 2.61820 0.96255 -0.41698 0.7699 1.7323 0.0547
N 1.56579 0.75568 0.44937 -0.0711 -0.9896 -0.0548
C 1.31610 1.47990 1.58248 -0.3735 0.6578 -0.4075
C 1.47937 2.89006 1.61328 0.8262 -0.1037 -1.3096
C 0.82525 3.59943 2.54541 -0.9156 -0.7245 1.3498
C 0.00131 2.94011 3.52466 1.1209 -1.0793 -1.9580
C -0.17685 1.57875 3.45618 0.5780 0.8365 -0.3607
C 0.51480 0.76616 2.51360 0.4917 1.8566 0.5379
N 0.56154 -0.64709 2.51383 -1.1779 -0.9575 -1.0597
C 1.84870 -1.37672 2.75131 0.4271 0.5791 -4.1632
C -0.50305 -1.24201 3.34028 0.3723 -2.1665 1.1099
H 1.32032 -1.48787 -3.56093 -0.0811 0.3711 -1.0304
H 1.83541 -2.19525 -2.06027 -0.3261 0.7096 -0.0931
H 0.15662 -1.92582 -2.32213 -1.8493 -0.8818 -0.4292
H 0.77310 1.16071 -3.50808 -0.3521 -0.1848 0.6391
H -0.67847 0.27507 -2.92939 0.2651 0.3705 0.1182
H -0.06025 1.66332 -2.00670 0.1012 0.4375 0.4538
H 3.35978 -0.26228 -3.47896 -0.1540 -0.0280 -0.8614
H 5.56729 0.86896 -2.76217 0.1619 0.1070 -0.7767
H 5.66757 2.13740 -0.81111 1.1142 0.9190 0.2378
H 3.80132 2.31922 0.81088 0.3249 -0.3842 0.0803
H 2.09846 3.43965 0.85032 -0.9268 -0.9280 0.7903
H 0.88518 4.65159 2.48423 0.0576 1.0552 0.3776
H -0.45430 3.48359 4.28933 -0.8224 0.8374 0.9784
H -0.87301 1.14471 4.09767 -0.7553 -0.7426 1.2697
H 2.19038 -1.17499 3.69678 0.5478 0.1223 2.5629
H 1.70411 -2.44006 2.44749 0.2115 0.9064 0.6053
H 2.58157 -0.88437 2.04382 -0.5214 -0.8660 0.7468
H -0.20533 -1.30107 4.42824 -0.4679 0.9151 -0.9562
H -1.41152 -0.72329 3.10771 -0.7173 0.1043 0.4853
H -0.62330 -2.34930 3.16220 0.1984 1.1760 -0.5728
S -2.01794 1.34264 0.65955 -0.5610 -0.0385 -0.1133
C -3.43656 1.22382 -0.40004 -1.1556 0.7536 -0.2420
N -4.54279 1.87796 -0.08389 -0.2393 0.4094 0.5586
C -5.70123 1.74594 -1.03632 -0.1365 1.4972 -1.1554
C -5.04291 1.64442 -2.43566 1.3834 0.7233 1.8918
S -3.61613 0.51759 -1.95133 0.5657 -0.0090 -0.8865
H -4.66968 2.40309 0.79988 0.2811 -0.4851 -0.7285
H -6.45459 2.58742 -0.98885 1.2373 -0.6497 0.2931
H -6.22983 0.85284 -0.82191 -0.4448 -1.0443 0.4603
H -4.62207 2.63716 -2.73126 -0.2246 -0.9011 0.0468
H -5.56707 1.18247 -3.25258 -0.5042 -0.2322 0.0000
O 1.18553 -3.98737 1.33308 -0.0362 0.0165 0.0093
C 0.38832 -3.69915 0.49517 0.6947 -0.8982 0.1758
C -0.31043 -4.65300 -0.46602 0.3142 1.4287 -1.3999
C -1.44619 -3.81368 -1.05987 -0.1995 0.8308 -0.6574
C -1.08179 -2.45449 -0.59228 1.1376 -0.7205 0.0982
O -1.48797 -1.30629 -0.87359 -1.8662 2.2612 -1.0457
N -0.03940 -2.37900 0.20382 0.4969 -0.3741 0.8255
H -0.52943 -5.58546 -0.01410 -0.3466 -0.8124 0.3479
H 0.35448 -4.78962 -1.34154 0.1790 -0.3803 0.7590
H -2.45313 -3.98795 -0.77561 -1.0221 -0.6238 0.8133
H -1.56345 -3.78895 -2.15798 0.4973 -0.1445 0.2677
```
Positions in Å, forces in eV/Å.

Net charge   +3
2S+1   1

=====

Computed values of gap between HOMO and LUMO (unit: eV) for the preceding records, in sequence: 9.067; 9.418; 6.439.
Computed values of energy above the lowest of the compared OMol25 structures with the same formula, charge and spin (unit: kJ/mol) for the preceding records, in sequence: 78.30; 281.36; 57.71.